ORCA calculation (ωB97M-V with the def2-TZVPD basis set) on 16 unconnected molecules or ions with the total composition C45H58BCl30F17N2O4 in a non-equilibrium geometry.

Properties
Largest force on an atom, eV/Å: 1.5
DFT total energy, Eh: -17688.3819
M, g/mol: 2088.34
HOMO level, eV: -8.45
Relative energy (zero: lowest compared OMol25 entry of this formula, charge and spin), eV: 0.547
Charge: 0

XYZ file:
```
157
C45H58BCl30F17N2O4 (ωB97M-V with the def2-TZVPD basis set)
C 2.48 3.44 1.48
C 2.03 2.33 1.41
C 1.39 1.14 0.92
C 2.10 -0.09 0.69
C 3.59 -0.09 0.95
C 4.30 0.62 -0.23
C 4.67 -0.33 -1.35
F 3.56 -0.59 -2.16
C 1.44 -1.16 0.21
C 2.13 -2.48 -0.02
C 1.88 -3.38 1.22
C 3.12 -3.64 2.06
F 2.91 -4.71 2.86
F 4.20 -3.93 1.32
F 3.38 -2.59 2.85
C 0.04 -1.10 -0.07
N -0.58 -2.21 -0.57
C -1.85 -2.02 -0.84
C -2.62 -3.16 -1.48
C -2.82 -4.38 -0.57
C -3.40 -5.58 -1.34
F -4.53 -6.06 -0.77
F -3.77 -5.13 -2.58
C -2.49 -6.80 -1.65
F -1.62 -6.52 -2.63
F -3.32 -7.76 -2.14
C -1.78 -7.46 -0.42
F -1.95 -8.81 -0.51
F -2.36 -7.09 0.74
C -0.25 -7.26 -0.35
F 0.09 -5.98 -0.65
F 0.33 -8.04 -1.29
C 0.39 -7.56 1.04
F 1.73 -7.41 0.84
F 0.03 -6.63 1.94
C 0.21 -8.99 1.60
F 1.09 -9.12 2.62
F 0.49 -9.92 0.69
F -1.01 -9.18 2.10
C -2.54 -0.81 -0.59
C -4.01 -0.64 -0.88
C -4.26 0.13 -2.17
C -3.65 -0.50 -3.44
C -3.47 0.54 -4.52
O -2.48 1.23 -4.52
O -4.42 0.66 -5.49
C -5.24 1.85 -5.24
C -6.54 1.40 -4.55
N -1.93 0.24 -0.10
C -0.61 0.10 0.14
C 0.08 1.22 0.63
B -0.73 2.57 0.78
O -1.31 3.02 1.93
O -0.88 3.34 -0.35
H 2.70 4.47 1.43
H 3.98 -1.09 1.00
H 3.81 0.42 1.87
H 5.20 1.14 0.09
H 3.65 1.36 -0.69
H 5.41 0.14 -2.00
H 5.09 -1.27 -0.99
H 1.69 -2.97 -0.88
H 3.18 -2.33 -0.19
H 1.13 -2.93 1.86
H 1.50 -4.35 0.94
H -1.99 -3.50 -2.31
H -3.54 -2.83 -1.92
H -1.94 -4.60 0.02
H -3.60 -4.12 0.16
H -4.54 -1.58 -0.83
H -4.37 0.00 -0.07
H -5.32 0.33 -2.32
H -3.79 1.11 -2.04
H -2.67 -0.93 -3.26
H -4.31 -1.29 -3.80
H -5.41 2.31 -6.20
H -4.72 2.59 -4.63
H -6.39 0.41 -4.15
H -7.33 1.37 -5.29
H -6.78 2.09 -3.75
H -1.13 2.45 2.68
H -1.76 3.74 -0.38
C -2.76 3.31 5.74
Cl -3.35 4.30 4.41
Cl -1.46 2.21 5.24
H -2.38 3.96 6.52
H -3.58 2.71 6.12
C 5.50 2.37 -4.45
Cl 4.43 1.02 -4.83
Cl 6.73 1.88 -3.28
H 5.99 2.70 -5.36
H 4.91 3.17 -4.03
C 7.74 -3.94 1.13
Cl 9.24 -3.96 2.07
Cl 7.11 -2.31 0.91
H 7.94 -4.37 0.15
H 6.99 -4.53 1.65
C 10.07 -0.74 4.34
Cl 8.33 -0.66 4.03
Cl 10.74 0.85 4.71
H 10.24 -1.40 5.18
H 10.56 -1.12 3.45
C 5.25 1.84 4.93
Cl 5.74 0.21 5.41
Cl 3.94 1.78 3.74
H 4.92 2.38 5.80
H 6.10 2.34 4.48
C 5.98 4.89 8.16
Cl 6.54 3.30 8.70
Cl 4.66 4.75 6.99
H 5.63 5.45 9.02
H 6.81 5.40 7.69
C 0.08 3.02 -4.48
Cl 1.77 2.54 -4.62
Cl -0.13 4.78 -4.58
H -0.47 2.57 -5.30
H -0.32 2.67 -3.53
C -7.70 4.99 -6.83
Cl -8.65 3.53 -7.06
Cl -6.39 4.75 -5.66
H -7.26 5.28 -7.78
H -8.35 5.78 -6.46
C 3.10 -4.98 6.03
Cl 4.65 -5.02 6.89
Cl 2.34 -3.39 6.12
H 3.28 -5.21 4.99
H 2.44 -5.71 6.47
C -6.14 5.54 -1.85
Cl -7.13 4.09 -2.08
Cl -4.83 5.22 -0.71
H -5.72 5.82 -2.81
H -6.76 6.33 -1.46
C -2.19 2.94 -7.96
Cl -3.92 2.75 -8.25
Cl -1.72 4.63 -7.75
H -1.94 2.40 -7.05
H -1.64 2.53 -8.80
C 4.46 -4.51 -3.17
Cl 5.30 -3.51 -1.98
Cl 2.99 -5.25 -2.50
H 4.19 -3.89 -4.01
H 5.13 -5.31 -3.48
C 1.66 5.79 5.36
Cl 2.31 4.41 4.46
Cl -0.08 5.66 5.68
H 2.17 5.85 6.31
H 1.83 6.70 4.78
C -3.19 8.33 3.27
Cl -3.50 7.69 1.65
Cl -2.13 7.24 4.18
H -2.71 9.29 3.17
H -4.13 8.42 3.80
C -9.70 4.52 1.43
Cl -10.46 5.34 0.06
Cl -8.31 3.56 0.93
H -9.36 5.27 2.14
H -10.43 3.86 1.89
```

Results of the Löwdin charge analysis, in e, for atoms 1 through 4:
1 C 0.08
2 C -0.12
3 C -0.12
4 C -0.09